Entry from the OMol25 dataset: C3H7N2O2 as an isolated structure in a non-equilibrium geometry (ωB97M-V/def2-TZVPD).

XYZ file:
```
14
Properties=species:S:1:pos:R:3:forces:R:3:mulliken_charge:R:1
C -1.7007 -0.3464 -0.5715 0.9937 2.4821 -0.0089 -0.347
C 1.9669 -0.0702 0.1129 -0.9747 0.6984 0.3215 0.493
C 3.1236 -0.6536 0.1910 -1.5980 0.8774 0.2701 -0.658
N 0.8118 0.4558 0.1345 -0.3527 -1.9551 0.1132 0.435
N -2.6409 -0.1874 0.2950 -1.8867 -2.4508 1.1931 -0.235
O -0.2937 -0.2500 0.5353 1.4043 1.0014 -1.0640 -0.371
O 0.6671 1.7782 -0.1181 -0.4610 1.6731 -0.2355 -0.353
H -1.6384 0.5877 -1.1689 0.7401 -1.2786 -0.3412 0.359
H 3.5688 -0.9512 -0.7058 0.7010 -0.7739 -1.2486 0.263
H 3.6152 -0.8136 1.1202 0.3899 0.1520 0.6660 0.277
H -1.5444 -1.3335 -0.8800 0.4622 -0.9685 -1.0814 0.288
H -0.2453 2.0808 -0.4388 1.5067 -1.4808 0.7043 0.369
H -2.8343 0.7112 0.6264 -0.6428 1.1491 0.7311 0.232
H -2.8558 -1.0079 0.8679 -0.2821 0.8742 -0.0199 0.246
```
Positions in Å, forces in eV/Å.

Its net charge is +1. As for the max |F|: 0.0645 Eh/bohr. The value obtained for the frontier orbital gap is 10.4053 eV. The highest occupied orbital energy comes out at -14.416 eV. The value obtained for the energy above the lowest of the compared OMol25 structures with the same formula, charge and spin is 141.4 kcal/mol.

Entry from the OMol25 dataset: a 2-piece molecular cluster, C3H7N2O2S overall in a non-equilibrium geometry (ωB97M-V/def2-TZVPD).

XYZ file:
```
15
Properties=species:S:1:pos:R:3:forces:R:3:mulliken_charge:R:1
C 1.2699 0.5207 -0.0038 1.3858 1.7625 -0.7735 0.486
C 0.2731 -1.7866 0.1461 -0.4192 -2.3151 -0.7028 -1.287
C 0.4355 -0.4460 -0.4606 -0.7877 -1.5356 -2.2193 -0.096
N -1.2919 2.0134 -0.2977 2.8886 0.2840 0.3051 -0.419
N -1.2849 0.8192 0.2937 1.8518 2.9734 1.3543 0.048
O 1.5282 1.6054 -0.6073 -0.2706 -0.5664 1.0506 -0.823
O 1.8434 0.3210 1.2730 -0.3548 0.4820 -1.1292 -0.550
S -2.5492 -0.0421 0.1934 -3.7458 -2.4886 -0.4692 -0.487
H -0.1448 -1.7631 1.1581 -0.0474 -0.0115 0.2254 0.447
H -0.5032 -2.4327 -0.4724 1.5944 1.3006 1.2382 0.255
H 1.2467 -2.4001 0.1876 -1.2130 0.6783 -0.0519 0.287
H -0.0535 -0.4061 -1.4620 0.9357 0.6249 0.8559 0.283
H -1.9260 2.1779 -1.0726 -0.1678 -0.3893 -0.3117 0.222
H -0.2598 2.3132 -0.3973 -1.6448 -0.2609 -0.1331 0.315
H 1.4166 -0.4942 1.5217 -0.0052 -0.5382 0.7611 0.322
```
Positions in Å, forces in eV/Å.

Its net charge is -1. As for the max |F|: 0.0879 Eh/bohr. The value obtained for the frontier orbital gap (alpha / beta) is 6.0823 / 6.0847 eV. The highest occupied orbital energy (alpha / beta) comes out at -2.441 / -2.443 eV. The value obtained for the energy above the lowest of the compared OMol25 structures with the same formula, charge and spin is 86.6 kcal/mol.